[1]
The following is a quantum chemistry calculation of a structure of composition C27H28BrCrN5O4Si, from the OMol25 dataset.

Output
Kohn-Sham gap (spin up / spin down) in eV: 6.17 / 6.87
⟨S²⟩: 6.04
Multiplicity: 5
LUMO energy (spin up / spin down) in eV: -0.32 / -1.01

Atoms and positions in Å:
Cr (-0.05, 0.13, -0.06)
Br (-1.03, -7.31, -0.39)
C (-1.21, -5.43, -0.29)
C (-0.29, -4.68, 0.43)
C (-0.42, -3.31, 0.49)
C (-1.46, -2.66, -0.17)
C (-2.37, -3.42, -0.90)
C (-2.25, -4.80, -0.96)
N (-1.56, -1.26, -0.09)
C (-2.76, -0.66, -0.11)
C (-2.81, 0.73, 0.08)
C (-4.00, 1.49, 0.19)
C (-3.92, 2.82, 0.45)
C (-2.67, 3.45, 0.60)
C (-1.54, 2.68, 0.47)
N (-1.60, 1.36, 0.22)
H (0.52, -5.18, 0.94)
H (0.30, -2.73, 1.06)
H (-3.16, -2.94, -1.47)
H (-2.95, -5.38, -1.54)
H (-3.67, -1.23, -0.21)
H (-4.95, 0.99, 0.07)
H (-4.83, 3.41, 0.53)
H (-2.58, 4.50, 0.81)
H (-0.55, 3.10, 0.57)
C (-1.56, -1.14, 3.34)
C (-0.19, -0.60, 3.16)
N (0.32, -0.13, 2.03)
C (1.60, 0.29, 2.31)
C (1.87, 0.08, 3.63)
N (0.72, -0.49, 4.14)
C (3.04, 0.30, 4.51)
O (4.10, 0.84, 3.95)
O (2.97, -0.03, 5.67)
C (2.37, 0.95, 1.23)
O (3.53, 1.30, 1.42)
O (1.70, 1.08, 0.13)
H (-2.00, -1.34, 2.36)
H (-2.19, -0.42, 3.86)
H (-1.55, -2.06, 3.91)
H (0.64, -0.76, 5.11)
H (3.95, 1.04, 2.98)
C (-2.35, 1.78, -3.08)
Si (-0.50, 1.53, -3.00)
C (0.13, 1.23, -4.73)
C (0.28, 3.11, -2.33)
N (-0.07, 0.19, -1.98)
C (0.36, -1.06, -2.40)
C (-0.32, -1.81, -3.37)
C (0.07, -3.11, -3.67)
C (1.14, -3.70, -2.99)
C (1.83, -2.97, -2.04)
C (1.45, -1.66, -1.76)
H (-2.64, 2.28, -4.01)
H (-2.73, 2.38, -2.25)
H (-2.87, 0.81, -3.05)
H (0.22, 2.20, -5.23)
H (-0.54, 0.61, -5.32)
H (1.11, 0.76, -4.73)
H (-0.46, 3.88, -2.15)
H (1.00, 3.50, -3.06)
H (0.84, 2.92, -1.41)
H (-1.18, -1.39, -3.86)
H (-0.47, -3.67, -4.41)
H (1.43, -4.72, -3.22)
H (2.67, -3.41, -1.52)
H (2.07, -1.07, -1.09)

=====

[2]
The following is a quantum chemistry calculation of a structure of composition C27H28CaN2Si, from the OMol25 dataset.

Output
Kohn-Sham gap in eV: 5.36
Multiplicity: 1
LUMO energy in eV: -1.08

Atoms and positions in Å:
C (1.22, -0.11, 3.73)
C (1.11, -1.33, 3.00)
C (2.14, -1.34, 2.02)
H (0.42, -2.14, 3.23)
C (2.86, -0.13, 2.13)
C (2.31, 0.61, 3.19)
H (2.72, 1.53, 3.62)
H (0.67, 0.15, 4.62)
H (2.35, -2.17, 1.34)
H (3.76, 0.14, 1.56)
Ca (0.44, 0.27, 0.96)
C (-2.00, 1.51, -3.22)
H (-2.33, 1.39, -2.17)
H (-2.76, 2.23, -3.60)
H (-2.07, 0.61, -3.84)
Si (0.03, -1.13, -1.79)
C (-1.25, -2.36, -2.39)
C (-1.22, -3.66, -1.83)
H (-0.51, -3.91, -1.02)
C (-2.14, -4.62, -2.28)
H (-2.14, -5.61, -1.82)
C (-3.10, -4.30, -3.25)
H (-3.88, -5.03, -3.51)
C (-3.07, -3.03, -3.84)
H (-3.85, -2.76, -4.55)
C (-2.13, -2.07, -3.44)
H (-2.16, -1.10, -3.89)
C (1.44, -1.59, -2.93)
C (1.31, -2.66, -3.84)
H (0.36, -3.19, -3.97)
C (2.38, -3.06, -4.65)
H (2.27, -3.93, -5.31)
C (3.59, -2.37, -4.59)
H (4.46, -2.71, -5.16)
C (3.71, -1.27, -3.72)
H (4.65, -0.71, -3.65)
C (2.65, -0.87, -2.92)
H (2.72, 0.01, -2.28)
H (-1.01, 1.98, -3.33)
H (-0.70, 0.24, -2.54)
N (-1.58, 0.63, 2.51)
C (-1.55, 1.83, 3.31)
C (-2.38, 1.96, 4.41)
C (-2.34, 3.14, 5.20)
C (-1.42, 4.14, 4.90)
C (-0.50, 4.00, 3.82)
C (0.53, 4.93, 3.56)
C (1.46, 4.67, 2.56)
C (1.35, 3.47, 1.84)
N (0.37, 2.57, 2.03)
C (-0.58, 2.83, 3.00)
H (-1.72, -0.20, 3.10)
H (-2.39, 0.63, 1.89)
H (-3.08, 1.16, 4.67)
H (-3.02, 3.26, 6.04)
H (-1.36, 5.05, 5.51)
H (0.57, 5.84, 4.16)
H (2.27, 5.36, 2.33)
H (2.09, 3.22, 1.07)

=====

[3]
The following is a quantum chemistry calculation of a structure of composition C27H28F6N7O3ReS, from the OMol25 dataset.

Output
Kohn-Sham gap (spin up / spin down) in eV: 6.61 / 4.30
⟨S²⟩: 0.77
Multiplicity: 2
LUMO energy (spin up / spin down) in eV: -3.87 / -6.18
Net charge: +1

Atoms and positions in Å:
Re (-0.29, 0.27, 0.98)
C (3.27, 1.89, 0.90)
C (3.08, 0.44, 0.47)
N (2.04, -0.29, 1.22)
C (2.31, -0.28, 2.68)
C (3.67, -0.82, 3.12)
C (1.99, -1.66, 0.69)
C (0.85, -2.45, 1.31)
N (-0.33, -1.59, 1.50)
C (-1.37, -2.25, 2.20)
C (-1.43, -2.26, 3.59)
F (-0.47, -1.66, 4.29)
C (-2.43, -2.93, 4.27)
F (-2.45, -2.88, 5.60)
C (-3.39, -3.65, 3.59)
C (-3.31, -3.70, 2.22)
F (-4.20, -4.41, 1.52)
C (-2.32, -3.02, 1.54)
F (-2.27, -3.13, 0.20)
H (3.96, 2.38, 0.22)
H (3.69, 1.96, 1.91)
H (2.33, 2.44, 0.88)
H (4.04, -0.08, 0.57)
H (2.81, 0.40, -0.58)
H (1.53, -0.85, 3.17)
H (2.21, 0.75, 3.02)
H (3.79, -1.88, 2.90)
H (3.75, -0.71, 4.20)
H (4.50, -0.27, 2.68)
H (2.93, -2.19, 0.84)
H (1.82, -1.58, -0.39)
H (1.15, -2.88, 2.27)
H (0.60, -3.28, 0.65)
H (-4.17, -4.18, 4.12)
F (-2.31, 1.82, -0.10)
C (-2.34, 0.70, 0.80)
F (-2.98, 1.18, 1.92)
H (-3.05, 0.00, 0.34)
N (-0.05, 3.39, 0.86)
C (-0.26, 3.07, 2.18)
C (-0.39, 4.09, 3.12)
C (-0.60, 3.78, 4.44)
C (-0.69, 2.44, 4.81)
C (-0.53, 1.49, 3.85)
N (-0.30, 1.77, 2.55)
H (-0.23, 4.36, 0.63)
H (-0.40, 2.78, 0.14)
H (-0.35, 5.12, 2.79)
H (-0.72, 4.57, 5.18)
H (-0.87, 2.14, 5.83)
H (-0.58, 0.44, 4.10)
O (2.30, 1.53, -7.37)
S (1.27, 1.13, -8.30)
O (0.71, 2.26, -9.01)
O (1.72, 0.08, -9.20)
C (-0.09, 0.42, -7.34)
N (-1.12, 0.01, -8.05)
C (-2.12, -0.49, -7.34)
C (-2.07, -0.58, -5.96)
C (-0.92, -0.13, -5.33)
N (0.09, 0.39, -6.04)
C (-0.72, -0.15, -3.86)
C (-1.46, -0.97, -3.02)
C (-1.24, -0.94, -1.66)
N (-0.32, -0.15, -1.09)
C (0.41, 0.63, -1.91)
C (0.24, 0.66, -3.28)
H (-2.99, -0.83, -7.89)
H (-2.91, -0.98, -5.40)
H (-2.21, -1.66, -3.40)
H (-1.80, -1.58, -0.99)
H (1.16, 1.26, -1.44)
H (0.87, 1.29, -3.90)

=====

[4]
The following is a quantum chemistry calculation of a structure of composition C27H28FeN, from the OMol25 dataset.

Output
Kohn-Sham gap (spin up / spin down) in eV: 3.46 / 5.49
⟨S²⟩: 6.12
Multiplicity: 5
LUMO energy (spin up / spin down) in eV: 2.78 / 2.76
Net charge: -1

Atoms and positions in Å:
C (4.24, -0.47, 1.00)
C (2.90, -1.05, 1.07)
C (2.36, -0.75, 2.40)
C (3.36, 0.01, 3.13)
C (4.52, 0.18, 2.27)
Fe (2.88, 0.88, 1.42)
C (2.85, 2.83, 1.67)
C (3.36, 2.50, 0.35)
C (2.38, 1.70, -0.33)
C (1.21, 1.53, 0.55)
C (0.10, 0.66, 0.29)
C (-1.03, 0.67, 1.18)
C (-1.75, -0.53, 1.45)
C (-3.01, -0.48, 2.02)
C (-3.54, 0.75, 2.45)
C (-2.79, 1.94, 2.27)
C (-1.56, 1.91, 1.64)
C (1.53, 2.25, 1.81)
H (4.94, -0.57, 0.17)
H (2.44, -1.68, 0.32)
H (1.41, -1.12, 2.81)
H (3.29, 0.32, 4.17)
H (5.46, 0.64, 2.55)
H (3.35, 3.44, 2.43)
H (4.31, 2.83, -0.06)
H (2.40, 1.33, -1.36)
H (0.36, -0.29, -0.21)
H (-1.29, -1.48, 1.14)
H (-3.60, -1.41, 2.11)
H (-4.54, 0.78, 2.90)
H (-3.19, 2.89, 2.61)
H (-1.03, 2.83, 1.38)
H (0.85, 2.37, 2.65)
C (-2.21, -3.97, -0.41)
C (-0.81, -3.90, -0.48)
C (-0.20, -2.84, -1.17)
C (-1.03, -1.89, -1.80)
C (-0.51, -0.62, -2.46)
C (-1.06, -0.30, -3.86)
C (-1.30, 1.24, -3.86)
C (-1.36, 1.69, -2.40)
N (-0.94, 0.53, -1.59)
C (-2.42, -1.98, -1.76)
C (-3.02, -2.98, -0.99)
H (-2.68, -4.81, 0.11)
H (-0.19, -4.66, 0.02)
H (0.89, -2.74, -1.22)
H (0.58, -0.56, -2.46)
H (-0.32, -0.60, -4.62)
H (-2.01, -0.82, -4.07)
H (-0.47, 1.79, -4.32)
H (-2.22, 1.47, -4.43)
H (-0.65, 2.49, -2.16)
H (-2.37, 2.02, -2.13)
H (-1.75, 0.20, -1.01)
H (-3.03, -1.24, -2.30)
H (-4.10, -2.96, -0.86)

=====

[5]
The following is a quantum chemistry calculation of a structure of composition C27H28IN4O10PYb, from the OMol25 dataset.

Output
Kohn-Sham gap (spin up / spin down) in eV: 8.38 / 8.38
⟨S²⟩: 0.75
Multiplicity: 2
LUMO energy (spin up / spin down) in eV: -3.00 / -3.00
Net charge: +1

Atoms and positions in Å:
Yb (-0.21, -0.10, 0.61)
O (-4.25, -1.66, 5.38)
C (-3.38, -1.31, 4.42)
C (-2.35, -0.39, 4.63)
C (-1.52, -0.11, 3.57)
N (-1.66, -0.70, 2.39)
C (-2.68, -1.53, 2.17)
C (-3.56, -1.88, 3.16)
C (-2.76, -1.95, 0.71)
O (-3.35, -2.96, 0.41)
O (-2.08, -1.14, -0.07)
C (-0.47, 0.98, 3.50)
O (0.09, 1.39, 4.49)
O (-0.30, 1.37, 2.27)
H (-4.05, -1.21, 6.20)
H (-2.21, 0.12, 5.58)
H (-4.38, -2.56, 2.96)
O (2.91, 3.25, -5.17)
C (3.72, 2.54, -4.25)
C (2.84, 1.95, -3.18)
C (3.37, 1.05, -2.26)
C (2.54, 0.55, -1.28)
N (1.26, 0.89, -1.17)
C (0.74, 1.75, -2.05)
C (1.50, 2.30, -3.07)
C (-0.69, 2.11, -1.86)
C (-1.38, 2.93, -2.73)
C (-2.70, 3.27, -2.45)
C (-3.48, 4.20, -3.35)
O (-2.92, 4.32, -4.64)
C (-3.28, 2.76, -1.30)
C (-2.54, 1.93, -0.49)
N (-1.27, 1.61, -0.76)
H (3.47, 3.69, -5.81)
H (4.45, 3.20, -3.77)
H (4.27, 1.73, -4.74)
H (4.40, 0.75, -2.30)
H (2.92, -0.15, -0.54)
H (1.09, 3.00, -3.78)
H (-0.93, 3.32, -3.62)
H (-3.46, 5.19, -2.91)
H (-4.53, 3.88, -3.38)
H (-3.21, 3.57, -5.18)
H (-4.31, 2.99, -1.03)
H (-2.96, 1.49, 0.41)
C (0.65, -5.50, -1.38)
O (0.96, -4.21, -0.83)
P (-0.26, -3.16, -0.64)
O (0.08, -2.64, 0.92)
C (-0.18, -3.61, 1.96)
O (0.50, -1.76, -1.16)
C (0.50, -1.63, -2.60)
H (0.94, -6.26, -0.66)
H (1.23, -5.63, -2.29)
H (-0.41, -5.59, -1.61)
H (0.69, -4.26, 2.06)
H (-1.07, -4.20, 1.72)
H (-0.36, -3.06, 2.88)
H (1.41, -1.12, -2.89)
H (-0.38, -1.07, -2.92)
H (0.50, -2.62, -3.06)
I (2.38, 2.90, 1.40)
C (2.60, 1.06, 2.37)
C (3.36, 1.07, 3.53)
C (3.58, -0.11, 4.20)
C (3.07, -1.29, 3.67)
C (2.33, -1.21, 2.52)
N (2.06, -0.06, 1.87)
H (3.75, 2.01, 3.90)
H (4.16, -0.12, 5.12)
H (3.24, -2.24, 4.15)
H (1.92, -2.10, 2.06)

=====

[6]
The following is a quantum chemistry calculation of a structure of composition C27H28N3O4Rb, from the OMol25 dataset.

Output
Kohn-Sham gap in eV: 5.62
Multiplicity: 1
LUMO energy in eV: 4.06
Net charge: -2

Atoms and positions in Å:
Rb (-1.03, 0.18, 0.27)
O (-0.10, -0.62, 2.98)
C (0.99, -0.62, 3.62)
C (1.05, -0.34, 5.03)
C (2.24, -0.30, 5.72)
C (3.47, -0.50, 5.08)
C (3.45, -0.77, 3.72)
C (2.26, -0.88, 3.00)
C (2.36, -1.11, 1.54)
N (1.77, -1.95, 0.79)
C (0.90, -2.96, 1.37)
C (-0.53, -2.89, 0.86)
N (-0.58, -2.95, -0.60)
C (-1.67, -3.24, -1.18)
C (-3.01, -3.53, -0.61)
C (-3.61, -4.75, -0.91)
C (-4.86, -5.10, -0.43)
C (-5.54, -4.17, 0.36)
C (-5.00, -2.93, 0.64)
C (-3.72, -2.52, 0.14)
O (-3.26, -1.35, 0.32)
H (0.11, -0.15, 5.52)
H (2.22, -0.07, 6.78)
H (4.40, -0.44, 5.63)
H (4.38, -0.91, 3.19)
H (3.07, -0.45, 1.02)
H (0.87, -2.91, 2.46)
H (1.33, -3.93, 1.07)
H (-0.98, -1.97, 1.24)
H (-1.13, -3.70, 1.30)
H (-1.60, -3.32, -2.27)
H (-3.05, -5.45, -1.53)
H (-5.29, -6.07, -0.66)
H (-6.52, -4.41, 0.76)
H (-5.54, -2.21, 1.24)
N (0.22, 5.07, 0.23)
C (0.28, 3.65, 0.74)
O (-0.67, 2.89, 0.22)
C (1.68, 3.16, 1.00)
C (0.74, 3.49, 2.17)
H (-0.78, 5.23, 0.15)
H (0.54, 5.70, 0.96)
H (2.53, 3.81, 0.82)
H (1.88, 2.10, 0.82)
H (1.00, 4.36, 2.77)
H (0.34, 2.65, 2.72)
C (-0.23, -0.12, -5.06)
C (-0.05, 0.67, -3.78)
O (-0.47, 0.23, -2.74)
C (0.66, 1.99, -3.83)
C (0.66, 2.80, -2.70)
C (1.35, 4.01, -2.73)
C (2.03, 4.40, -3.87)
C (2.02, 3.59, -5.01)
C (1.33, 2.39, -4.98)
H (-0.84, -0.99, -4.84)
H (0.73, -0.44, -5.46)
H (-0.72, 0.49, -5.83)
H (0.14, 2.54, -1.77)
H (1.32, 4.61, -1.83)
H (2.56, 5.34, -3.89)
H (2.55, 3.90, -5.90)
H (1.33, 1.76, -5.87)

=====

[7]
The following is a quantum chemistry calculation of a structure of composition C27H29As2IrN2O12S, from the OMol25 dataset.

Output
Kohn-Sham gap (spin up / spin down) in eV: 3.65 / 3.67
Multiplicity: 1
LUMO energy (spin up / spin down) in eV: -2.53 / -2.53

Atoms and positions in Å:
Ir (0.02, 0.07, -0.09)
O (-0.35, -3.82, -1.55)
C (-0.27, -2.67, -0.84)
O (0.38, -1.68, -1.35)
C (-0.90, -2.57, 0.42)
C (-1.61, -3.56, 1.14)
C (-2.19, -3.24, 2.33)
C (-2.09, -1.92, 2.85)
C (-1.39, -0.99, 2.11)
N (-0.81, -1.32, 0.96)
C (-1.19, 0.49, 2.46)
O (-1.56, 0.95, 3.52)
O (-0.57, 1.17, 1.56)
H (0.06, -3.67, -2.41)
H (-1.68, -4.55, 0.72)
H (-2.74, -3.98, 2.89)
H (-2.55, -1.65, 3.78)
C (5.39, -1.36, 3.33)
C (4.21, -0.96, 2.52)
C (3.32, 0.03, 2.93)
C (2.22, 0.33, 2.15)
N (1.96, -0.30, 1.00)
C (2.82, -1.23, 0.58)
C (3.94, -1.58, 1.30)
H (5.51, -0.71, 4.20)
H (6.30, -1.32, 2.73)
H (5.28, -2.39, 3.68)
H (3.48, 0.56, 3.85)
H (1.54, 1.11, 2.44)
H (2.59, -1.70, -0.37)
H (4.61, -2.34, 0.92)
C (4.11, -0.28, -2.76)
O (3.24, 0.58, -2.05)
C (3.84, 1.61, -1.37)
O (5.05, 1.70, -1.27)
C (2.86, 2.49, -0.83)
C (3.06, 3.81, -0.40)
As (3.11, 5.01, -1.97)
C (4.93, 4.51, -2.57)
C (2.12, 3.86, -3.25)
C (1.49, 2.68, -3.16)
As (1.06, 1.99, -1.30)
C (-0.01, 3.53, -0.75)
C (1.41, 1.93, -4.46)
O (2.26, 2.13, -5.29)
O (0.46, 1.05, -4.75)
C (-0.60, 0.72, -3.89)
C (2.33, 4.56, -4.56)
O (3.42, 4.88, -4.95)
O (1.25, 4.98, -5.25)
C (-0.05, 4.99, -4.69)
C (2.72, 4.11, 0.97)
O (2.28, 3.23, 1.69)
O (2.92, 5.32, 1.54)
C (3.39, 6.43, 0.83)
H (3.49, -1.03, -3.25)
H (4.82, -0.76, -2.07)
H (4.68, 0.29, -3.50)
H (5.59, 4.46, -1.71)
H (5.28, 5.26, -3.28)
H (4.91, 3.55, -3.08)
H (0.40, 4.49, -1.08)
H (-0.07, 3.50, 0.34)
H (-1.02, 3.41, -1.14)
H (-1.39, 0.30, -4.51)
H (-1.00, 1.60, -3.37)
H (-0.28, -0.02, -3.15)
H (-0.70, 5.34, -5.49)
H (-0.10, 5.69, -3.85)
H (-0.37, 3.99, -4.37)
H (3.74, 7.14, 1.58)
H (2.59, 6.90, 0.24)
H (4.23, 6.17, 0.16)
S (-2.01, 0.55, -1.06)